Record 1
Computed, not measured: a cluster of 6 separate species, C42H77N2O23 in total in a non-equilibrium geometry, with ωB97M-V/def2-TZVPD.

Computed properties:
- F_max (eV Å⁻¹) = 2.63
- Kohn-Sham gap (eV) = 5.84
- charge = +1

Each line ends with the Mulliken charge.
CARTESIAN COORDINATES (ANGSTROEM)
C (6.22, 1.00, 6.40)  -0.4936
C (7.38, 2.07, 6.15)  -0.3708
O (7.65, 2.19, 4.75)  -0.3636
C (7.00, 3.32, 4.16)  -0.4838
C (6.24, 2.88, 2.83)  -0.4855
O (5.85, 1.50, 2.87)  -0.1547
C (5.48, 1.12, 1.53)  -0.5020
C (5.08, -0.40, 1.49)  -0.5755
O (3.64, -0.53, 1.49)  -0.1345
C (3.36, -1.89, 1.78)  -0.5262
O (1.91, -2.02, 1.66)  -0.0584
C (1.48, -3.19, 2.25)  0.2927
O (2.26, -4.12, 2.38)  -0.5494
C (0.03, -3.38, 2.71)  0.4578
C (-0.35, -4.69, 3.32)  -0.7602
C (-1.72, -4.87, 3.76)  -0.0474
N (-2.69, -3.88, 3.61)  0.1292
C (-4.06, -4.21, 4.10)  -0.6240
C (-4.40, -3.24, 5.30)  -0.0646
N (-5.58, -2.81, 5.52)  -0.5413
C (-2.38, -2.68, 3.03)  0.2425
C (-3.43, -1.53, 2.80)  -0.8755
O (-3.12, -0.47, 3.72)  -0.3144
C (-3.60, 0.75, 3.08)  -0.2615
C (-3.31, 2.01, 4.01)  -0.4762
O (-3.76, 3.20, 3.35)  -0.2897
C (-2.91, 3.57, 2.26)  -0.3119
C (-3.45, 4.96, 1.73)  -0.6375
O (-2.92, 5.99, 2.58)  -0.1953
C (-3.89, 7.02, 2.85)  -0.2992
C (-4.28, 6.94, 4.36)  -0.9840
C (-1.01, -2.38, 2.58)  -0.2998
H (6.68, 0.10, 6.89)  0.2597
H (5.81, 0.70, 5.40)  -0.0260
H (5.37, 1.42, 7.00)  0.2452
H (7.07, 3.04, 6.63)  0.3001
H (8.28, 1.68, 6.70)  0.3391
H (7.81, 4.05, 3.86)  0.2235
H (6.22, 3.77, 4.83)  0.3645
H (6.91, 3.11, 1.95)  0.3419
H (5.35, 3.58, 2.73)  0.2068
H (4.60, 1.72, 1.18)  0.2075
H (6.38, 1.23, 0.86)  0.4214
H (5.57, -0.89, 2.38)  0.3780
H (5.46, -0.84, 0.53)  0.3021
H (3.73, -2.12, 2.81)  0.3911
H (3.87, -2.54, 1.02)  0.2995
H (0.37, -5.52, 3.43)  0.4681
H (-1.96, -5.85, 4.24)  0.3305
H (-4.84, -4.18, 3.30)  0.3513
H (-4.05, -5.24, 4.53)  0.3806
H (-3.54, -2.89, 5.95)  0.3338
H (-5.47, -2.18, 6.34)  0.3068
H (-3.42, -1.21, 1.72)  0.6292
H (-4.48, -1.86, 3.05)  0.3648
H (-2.95, 0.87, 2.16)  0.2376
H (-4.69, 0.71, 2.83)  0.2277
H (-3.88, 1.88, 4.96)  0.3444
H (-2.20, 2.07, 4.21)  0.2805
H (-1.82, 3.62, 2.53)  0.3283
H (-2.99, 2.86, 1.38)  0.2720
H (-3.11, 5.12, 0.67)  0.2496
H (-4.57, 4.90, 1.78)  0.3301
H (-3.37, 8.01, 2.67)  0.2564
H (-4.78, 7.00, 2.16)  0.2786
H (-3.34, 7.06, 4.95)  0.2720
H (-4.72, 5.95, 4.65)  0.2011
H (-4.94, 7.81, 4.66)  0.3610
H (-0.80, -1.39, 2.13)  0.5086
C (4.56, -3.38, -2.90)  -0.9545
C (5.71, -4.36, -2.95)  -0.3029
O (6.63, -4.02, -3.99)  -0.3428
C (7.47, -3.01, -3.71)  0.7867
O (7.51, -2.40, -2.67)  -0.5568
O (8.23, -2.79, -4.78)  -0.3369
C (9.11, -1.68, -4.65)  -0.6293
H (4.08, -3.28, -3.88)  0.3261
H (3.81, -3.69, -2.17)  0.2679
H (4.90, -2.38, -2.62)  0.2953
H (5.32, -5.35, -3.19)  0.3282
H (6.22, -4.44, -1.99)  0.3128
H (9.72, -1.76, -3.75)  0.2927
H (8.55, -0.75, -4.65)  0.2884
H (9.78, -1.68, -5.51)  0.2284
C (-0.52, 5.49, -0.32)  -0.6458
C (0.61, 5.66, 0.68)  -0.3318
O (0.67, 4.56, 1.59)  -0.3255
C (1.22, 3.44, 1.11)  0.6997
O (1.68, 3.28, 0.01)  -0.5528
O (1.16, 2.50, 2.07)  -0.3124
C (1.63, 1.22, 1.66)  -0.0407
H (-1.46, 5.32, 0.21)  -0.2595
H (-0.61, 6.38, -0.95)  0.4468
H (-0.35, 4.63, -0.96)  0.3535
H (0.44, 6.55, 1.28)  0.3539
H (1.58, 5.79, 0.18)  0.3598
H (2.63, 1.28, 1.24)  -0.1452
H (0.94, 0.78, 0.94)  0.2163
H (1.67, 0.58, 2.55)  0.1737
C (-1.11, -2.88, -8.03)  -1.1128
C (0.32, -3.22, -7.65)  -0.1362
O (0.69, -2.58, -6.42)  -0.3727
C (0.23, -3.14, -5.31)  0.8013
O (-0.46, -4.13, -5.24)  -0.5873
O (0.64, -2.40, -4.27)  -0.3439
C (0.13, -2.84, -3.01)  -0.5334
H (-1.24, -1.79, -8.06)  0.3027
H (-1.36, -3.29, -9.01)  0.3742
H (-1.82, -3.27, -7.30)  0.2985
H (1.00, -2.86, -8.42)  0.3056
H (0.46, -4.30, -7.58)  0.2702
H (0.34, -3.90, -2.85)  0.2270
H (-0.94, -2.65, -2.96)  0.3390
H (0.63, -2.28, -2.23)  0.1544
C (-0.16, -9.89, -9.23)  -1.0946
C (0.36, -10.55, -7.97)  -0.1694
O (0.93, -9.58, -7.08)  -0.3669
C (0.06, -8.86, -6.37)  0.7489
O (-1.14, -8.97, -6.41)  -0.5542
O (0.74, -7.99, -5.62)  -0.3492
C (-0.08, -7.09, -4.88)  -0.4860
H (0.63, -9.28, -9.70)  0.2904
H (-0.50, -10.63, -9.95)  0.3580
H (-0.99, -9.21, -9.01)  0.3077
H (1.16, -11.24, -8.23)  0.2920
H (-0.42, -11.12, -7.47)  0.3071
H (-0.82, -7.63, -4.28)  0.3158
H (-0.57, -6.39, -5.55)  0.2831
H (0.56, -6.53, -4.20)  0.1295
C (-9.92, 9.95, -0.33)  -1.1031
C (-8.56, 9.84, 0.32)  -0.1718
O (-8.44, 8.64, 1.09)  -0.3537
C (-8.22, 7.53, 0.38)  0.7852
O (-8.10, 7.45, -0.82)  -0.5493
O (-8.18, 6.49, 1.23)  -0.3367
C (-8.03, 5.22, 0.60)  -0.6310
H (-10.71, 9.84, 0.41)  0.2944
H (-10.03, 10.91, -0.83)  0.3582
H (-10.07, 9.16, -1.07)  0.3122
H (-8.42, 10.67, 1.02)  0.2907
H (-7.75, 9.91, -0.41)  0.3037
H (-7.18, 5.21, -0.08)  0.2795
H (-8.95, 4.97, 0.06)  0.3131
H (-7.87, 4.48, 1.38)  0.2075



Record 2
Computed, not measured: a cluster of 4 separate species, C3H12IO3 in total, with ωB97M-V/def2-TZVPD.

Computed properties:
- F_max (eV Å⁻¹) = 0.76
- Kohn-Sham gap (eV) = 8.02
- charge = -1

Each line ends with the Mulliken charge.
CARTESIAN COORDINATES (ANGSTROEM)
I (-9.18, 1.17, 20.73)  -0.6185
O (-9.20, -1.75, 18.67)  -0.6694
H (-9.18, -2.42, 19.35)  0.3056
H (-9.11, -0.92, 19.18)  0.2096
O (-5.59, 0.99, 21.51)  -0.6354
H (-5.32, 0.69, 20.64)  0.3088
H (-6.56, 0.99, 21.46)  0.2404
C (-11.46, 3.63, 22.93)  -1.4174
C (-10.76, 3.29, 24.24)  0.6697
C (-11.65, 2.43, 25.15)  -1.2022
O (-9.51, 2.66, 24.04)  -0.4787
H (-10.80, 4.20, 22.28)  0.3651
H (-12.32, 4.28, 23.11)  0.3930
H (-11.79, 2.73, 22.41)  0.3406
H (-10.57, 4.24, 24.77)  0.1697
H (-12.38, 3.04, 25.67)  0.3291
H (-11.00, 1.88, 25.83)  0.3414
H (-12.18, 1.68, 24.55)  0.2573
H (-9.44, 2.31, 23.13)  0.0916



Record 3
Computed, not measured: a structure of composition C29H31F6N4SeSiTi in a non-equilibrium geometry, with ωB97M-V/def2-TZVPD.

Computed properties:
- 2S+1 = 2
- F_max (eV Å⁻¹) = 2.69
- Kohn-Sham gap (alpha / beta) (eV) = 7.35 / 7.84
- charge = 0

Each line ends with the Mulliken spin population.
CARTESIAN COORDINATES (ANGSTROEM)
Ti (-0.85, -0.60, -0.48)  0.8663
C (0.48, -0.62, -2.79)  0.0277
Si (1.92, -0.28, -1.57)  -0.0162
C (3.47, -1.25, -1.98)  0.0000
C (2.46, 1.49, -1.78)  0.0008
N (1.13, -0.66, -0.09)  -0.0195
C (1.51, -0.52, 1.21)  -0.0320
C (2.83, -0.43, 1.69)  -0.0021
C (3.10, -0.33, 3.05)  0.0001
C (2.08, -0.30, 3.99)  -0.0002
C (0.76, -0.38, 3.55)  0.0019
C (0.53, -0.49, 2.21)  0.0211
F (-0.78, -0.62, 1.78)  0.0126
H (0.68, -0.19, -3.78)  0.0010
H (-0.43, -0.10, -2.44)  -0.0073
H (0.26, -1.68, -2.93)  0.0029
H (3.73, -1.08, -3.03)  0.0000
H (3.41, -2.31, -1.80)  -0.0001
H (4.30, -0.85, -1.37)  0.0000
H (3.19, 1.56, -2.59)  0.0007
H (2.95, 1.86, -0.87)  -0.0007
H (1.62, 2.15, -2.00)  -0.0009
H (3.64, -0.45, 0.97)  0.0000
H (4.14, -0.27, 3.38)  0.0000
H (2.29, -0.21, 5.05)  -0.0001
H (-0.08, -0.37, 4.25)  0.0001
F (-3.57, -0.44, 0.43)  0.0011
C (-2.86, -1.20, -0.48)  -0.0138
F (-2.99, -0.57, -1.75)  -0.0003
C (-3.73, -2.46, -0.59)  0.0090
F (-3.36, -3.22, -1.63)  -0.0003
F (-3.64, -3.19, 0.53)  0.0009
F (-5.02, -2.15, -0.77)  -0.0003
N (-1.10, 1.17, -0.40)  -0.1180
C (-1.61, 2.34, -0.30)  0.0873
C (-3.09, 2.58, -0.25)  0.0281
C (-3.70, 2.82, 0.98)  0.0213
C (-5.08, 3.02, 1.05)  0.0014
C (-5.85, 2.99, -0.10)  0.0021
C (-5.24, 2.77, -1.33)  0.0009
C (-3.86, 2.56, -1.40)  0.0172
C (-0.74, 3.55, -0.17)  0.0385
C (0.60, 3.39, 0.22)  0.0170
C (1.43, 4.49, 0.34)  -0.0210
C (0.95, 5.76, 0.07)  0.0331
C (-0.37, 5.93, -0.31)  -0.0213
C (-1.21, 4.83, -0.42)  0.0302
H (-3.10, 2.83, 1.88)  -0.0003
H (-5.54, 3.20, 2.01)  0.0001
H (-6.92, 3.14, -0.05)  0.0002
H (-5.83, 2.75, -2.24)  0.0000
H (-3.39, 2.37, -2.36)  -0.0007
H (0.95, 2.39, 0.44)  0.0178
H (2.46, 4.35, 0.64)  -0.0007
H (1.60, 6.62, 0.17)  0.0026
H (-0.75, 6.92, -0.51)  -0.0006
H (-2.25, 4.97, -0.72)  0.0045
C (2.11, -4.63, -2.09)  0.0014
N (2.19, -4.35, -0.66)  0.0004
C (3.26, -4.65, 0.18)  0.0001
C (2.86, -4.38, 1.43)  0.0008
N (1.55, -3.94, 1.35)  0.0001
C (0.67, -3.72, 2.50)  0.0016
C (1.14, -3.90, 0.07)  -0.0043
Se (-0.51, -3.41, -0.58)  0.0072
H (3.10, -4.90, -2.45)  0.0002
H (1.74, -3.76, -2.62)  -0.0005
H (1.42, -5.45, -2.26)  0.0002
H (4.20, -5.01, -0.21)  0.0000
H (3.38, -4.47, 2.37)  0.0001
H (1.28, -3.54, 3.38)  0.0002
H (0.04, -4.60, 2.65)  -0.0002
H (0.03, -2.87, 2.31)  0.0003



Record 4
Computed, not measured: a cluster of 2 separate species, C2H6NO4S in total, with ωB97M-V/def2-TZVPD.

Computed properties:
- F_max (eV Å⁻¹) = 0.71
- Kohn-Sham gap (eV) = 8.02
- charge = -1

Each line ends with the Mulliken charge.
CARTESIAN COORDINATES (ANGSTROEM)
C (0.17, -1.50, 0.16)  0.5809
C (-0.44, -1.93, 1.44)  -1.0303
N (0.92, -2.23, -0.55)  -0.7615
O (-0.08, 1.09, 0.74)  -0.7520
O (0.53, 0.45, -1.57)  -0.7657
O (0.38, 3.22, -1.61)  -0.3881
O (-0.52, 3.50, -0.52)  -0.4131
S (-0.41, 0.19, -0.43)  0.4541
H (-1.52, -1.98, 1.30)  0.2556
H (-0.06, -2.89, 1.78)  0.3235
H (-0.25, -1.16, 2.19)  0.2771
H (-0.36, 2.74, 0.09)  0.4342
H (1.21, -1.73, -1.39)  0.3395
H (0.44, 2.23, -1.63)  0.4460



no.,DFT total energy (a.u.)
1,-3486.184046
2,-645.027628
3,-5482.368506
4,-833.670531